one.
Formula: C12H36N12O24
Source: the OMol25 dataset
Level of theory: ωB97M-V with the def2-TZVPD basis set

CARTESIAN COORDINATES (ANGSTROEM)
C: 2.521 1.890 -0.950
N: 3.489 1.738 -2.059
O: 3.072 1.659 -3.204
O: 4.647 1.522 -1.787
H: 2.483 2.903 -0.560
H: 2.829 1.161 -0.205
H: 1.538 1.612 -1.324
C: -0.695 0.641 1.260
N: 0.100 1.070 0.069
O: 1.272 0.758 0.081
O: -0.387 1.796 -0.782
H: -0.011 0.118 1.920
H: -1.485 -0.032 0.941
H: -1.016 1.545 1.769
C: 0.553 -2.229 -2.166
N: 1.326 -3.443 -2.553
O: 2.428 -3.600 -2.080
O: 0.766 -4.248 -3.272
H: 0.227 -1.664 -3.035
H: 1.152 -1.616 -1.503
H: -0.340 -2.631 -1.689
C: 4.162 -0.672 -0.155
N: 4.123 -0.194 1.269
O: 3.870 0.988 1.441
O: 4.408 -0.956 2.175
H: 3.798 -1.694 -0.167
H: 5.199 -0.607 -0.472
H: 3.516 -0.021 -0.733
C: -4.021 -3.069 2.206
N: -2.688 -3.130 1.581
O: -1.910 -3.983 1.922
O: -2.492 -2.299 0.716
H: -4.130 -3.879 2.923
H: -4.833 -3.179 1.492
H: -4.119 -2.092 2.671
C: -2.613 1.765 4.638
N: -3.275 0.437 4.452
O: -2.974 -0.217 3.470
O: -4.050 0.082 5.316
H: -1.941 1.641 5.478
H: -3.356 2.540 4.804
H: -2.086 1.974 3.715
C: 2.486 0.496 -5.049
N: 2.813 0.095 -3.651
O: 3.815 -0.553 -3.474
O: 2.052 0.443 -2.770
H: 2.583 1.578 -5.130
H: 1.462 0.238 -5.303
H: 3.242 0.020 -5.663
C: 0.411 3.159 -3.899
N: -0.187 4.493 -3.665
O: -1.153 4.557 -2.940
O: 0.346 5.452 -4.194
H: -0.084 2.646 -4.722
H: 0.229 2.544 -3.020
H: 1.471 3.272 -4.087
C: 1.648 -4.099 2.121
N: 1.392 -2.627 2.049
O: 1.416 -2.123 0.944
O: 1.072 -2.051 3.064
H: 1.070 -4.644 1.381
H: 1.298 -4.399 3.105
H: 2.710 -4.277 1.987
C: -4.456 1.483 0.386
N: -5.567 0.505 0.404
O: -6.472 0.633 -0.403
O: -5.496 -0.402 1.213
H: -4.428 1.959 -0.585
H: -3.560 0.902 0.583
H: -4.591 2.180 1.210
C: 2.074 -0.325 5.245
N: 0.635 -0.046 5.125
O: 0.312 0.922 4.461
O: -0.147 -0.792 5.670
H: 2.503 -0.111 4.268
H: 2.130 -1.390 5.436
H: 2.542 0.334 5.970
C: -1.774 0.497 -3.370
N: -2.501 1.792 -3.397
O: -2.629 2.331 -4.476
O: -2.893 2.238 -2.347
H: -2.272 -0.200 -2.703
H: -0.788 0.780 -3.001
H: -1.773 0.103 -4.381

Kohn-Sham gap: 7.92 eV
HOMO energy: -0.3171 Ha
E_LUMO: -0.708 eV

=====

two.
Formula: C12H36N12O24
Source: the OMol25 dataset
Level of theory: ωB97M-V with the def2-TZVPD basis set

CARTESIAN COORDINATES (ANGSTROEM)
C: 0.113 -1.628 4.815
N: 0.386 -2.785 5.667
O: -0.562 -3.331 6.198
O: 1.544 -3.046 5.966
H: -0.470 -0.946 5.434
H: -0.407 -2.066 3.963
H: 1.005 -1.099 4.480
C: -3.713 -3.067 0.913
N: -3.438 -2.221 -0.275
O: -4.215 -2.381 -1.210
O: -2.546 -1.417 -0.272
H: -4.249 -3.962 0.597
H: -4.449 -2.497 1.479
H: -2.827 -3.226 1.529
C: 3.611 -1.074 2.864
N: 5.017 -1.179 2.325
O: 5.307 -2.287 1.893
O: 5.746 -0.167 2.344
H: 3.606 -0.238 3.563
H: 3.456 -2.020 3.384
H: 2.897 -1.074 2.040
C: 1.332 3.937 -0.074
N: 0.683 5.253 -0.425
O: 0.552 6.137 0.456
O: 0.209 5.334 -1.557
H: 2.369 3.940 -0.407
H: 0.855 3.134 -0.636
H: 1.367 3.750 0.999
C: 0.018 3.603 -4.213
N: 1.047 2.631 -3.812
O: 0.806 2.052 -2.733
O: 1.985 2.389 -4.569
H: 0.367 4.629 -4.336
H: -0.706 3.684 -3.402
H: -0.479 3.225 -5.106
C: 1.168 -4.633 -0.324
N: 1.209 -4.676 1.158
O: 0.196 -5.178 1.709
O: 2.291 -4.359 1.686
H: 1.009 -5.685 -0.562
H: 2.151 -4.342 -0.694
H: 0.390 -3.955 -0.675
C: 0.255 0.264 -0.182
N: 0.151 -0.796 0.851
O: -0.529 -0.605 1.863
O: 0.882 -1.768 0.688
H: -0.594 0.926 -0.015
H: 0.095 -0.269 -1.119
H: 1.292 0.581 -0.075
C: -3.187 4.878 0.576
N: -3.071 3.407 0.268
O: -1.938 2.973 0.377
O: -4.081 2.756 -0.001
H: -2.570 4.958 1.472
H: -4.249 5.078 0.713
H: -2.697 5.561 -0.118
C: -3.316 0.782 3.807
N: -2.631 2.113 3.482
O: -1.386 2.178 3.450
O: -3.382 3.105 3.240
H: -4.058 0.672 3.015
H: -3.680 0.785 4.834
H: -2.504 0.056 3.812
C: 1.329 -3.340 -3.807
N: 0.461 -2.157 -3.849
O: -0.305 -1.991 -2.875
O: 0.518 -1.445 -4.837
H: 1.030 -3.862 -4.716
H: 0.988 -3.885 -2.927
H: 2.377 -3.077 -3.665
C: 5.306 -0.908 -2.222
N: 3.921 -0.499 -1.774
O: 2.993 -1.047 -2.352
O: 3.828 0.215 -0.792
H: 6.056 -0.693 -1.462
H: 5.522 -0.388 -3.155
H: 5.310 -1.989 -2.356
C: -2.849 0.769 -2.594
N: -3.759 1.679 -3.313
O: -3.379 2.220 -4.341
O: -4.868 1.927 -2.877
H: -3.318 0.418 -1.675
H: -1.971 1.337 -2.288
H: -2.621 -0.078 -3.241

SMILES: C[N+](=O)[O-].C[N+](=O)[O-].C[N+](=O)[O-].C[N+](=O)[O-].C[N+](=O)[O-].C[N+](=O)[O-].C[N+](=O)[O-].C[N+](=O)[O-].C[N+](=O)[O-].C[N+](=O)[O-].C[N+](=O)[O-].C[N+](=O)[O-]
Kohn-Sham gap: 10.12 eV
HOMO energy: -0.3873 Ha
E_LUMO: -0.416 eV

=====

Relative calculated energies, zero for the most stable structure, unit hartree: one 0.2962; two 0.0000.

=====

one.
Formula: C28H48Cl2InN4O5Si
Source: the OMol25 dataset
Level of theory: ωB97M-V with the def2-TZVPD basis set

CARTESIAN COORDINATES (ANGSTROEM)
C: -1.708 -0.636 -5.483
C: -0.705 -1.395 -4.622
H: -1.430 -0.595 -6.545
H: -1.757 0.400 -5.149
H: -2.712 -1.060 -5.384
C: -0.077 -2.562 -5.119
C: 0.016 -2.883 -6.568
H: 0.430 -3.211 -4.450
H: 0.733 -2.243 -7.124
H: -0.947 -2.814 -7.109
H: 0.404 -3.900 -6.649
In: -1.272 1.089 0.994
Cl: -2.366 2.964 1.937
C: 0.045 -1.456 1.864
O: 0.218 -0.201 1.962
N: 0.642 -2.330 2.674
C: 1.899 -1.990 3.344
C: 0.165 -3.713 2.822
H: -0.641 -1.864 1.112
H: 2.076 -0.915 3.301
H: 2.739 -2.523 2.877
H: 1.825 -2.315 4.382
H: -0.922 -3.775 2.669
H: 0.389 -4.046 3.844
H: 0.658 -4.405 2.126
H: 1.414 3.086 6.075
H: 0.093 4.693 6.152
C: 1.531 2.919 5.008
C: 0.131 4.981 5.080
N: 0.616 3.811 4.333
H: 1.306 1.876 4.766
C: 0.412 3.595 3.009
O: 0.754 2.569 2.389
H: -0.877 5.269 4.729
H: -0.094 4.394 2.462
H: 2.558 3.128 4.713
H: 0.838 5.825 4.967
H: 1.802 0.946 -2.935
H: 3.540 -2.060 -2.959
C: 2.871 0.706 -2.764
C: 3.871 -1.458 -2.100
N: 2.907 -0.400 -1.838
H: 3.405 1.570 -2.356
C: 2.211 -0.276 -0.676
O: 1.324 0.574 -0.502
H: 3.966 -2.096 -1.217
H: 2.514 -1.023 0.094
H: 3.343 0.367 -3.690
H: 4.852 -1.020 -2.346
O: 0.049 -0.535 -3.635
C: -0.985 -1.341 -3.105
C: 0.519 -3.083 -2.029
C: -0.742 -2.509 -2.224
H: 1.350 -2.790 -2.658
C: 0.659 -4.088 -1.093
H: -1.911 -0.796 -2.821
C: -1.879 -3.095 -1.609
H: 1.642 -4.481 -0.883
C: -0.453 -4.610 -0.429
C: -1.736 -4.152 -0.737
H: -2.857 -2.731 -1.908
H: -0.324 -5.429 0.287
H: -2.614 -4.595 -0.294
Si: 0.860 2.847 -2.398
Cl: -2.878 0.149 -0.462
C: 2.195 3.418 -1.148
C: -0.567 3.860 -1.646
C: 0.729 2.596 -4.239
H: 2.221 2.702 -0.315
H: 1.848 4.388 -0.754
H: 3.184 3.562 -1.593
H: 1.444 1.858 -4.639
H: 0.929 3.565 -4.720
H: -0.294 2.276 -4.474
H: -0.327 4.198 -0.624
H: -1.525 3.326 -1.614
H: -0.716 4.777 -2.244
O: -2.672 -0.499 2.037
N: -3.079 -0.105 3.220
C: -4.401 0.045 3.454
C: -4.768 0.670 4.626
C: -3.756 1.067 5.534
C: -2.426 0.759 5.285
C: -2.106 0.081 4.133
H: -5.073 -0.309 2.681
H: -5.823 0.901 4.775
H: -4.007 1.674 6.401
H: -1.597 1.075 5.902
H: -1.105 -0.241 3.857

Kohn-Sham gap (spin up / spin down): 3.02 / 3.09 eV
HOMO energy (spin up / spin down): -0.1383 / -0.1362 Ha
Multiplicity: 2
E_LUMO (spin up / spin down): -0.739 / -0.619 eV
<S²>: 0.753

=====

two.
Formula: C28H48Cl2InN4O5Si
Source: the OMol25 dataset
Level of theory: ωB97M-V with the def2-TZVPD basis set

CARTESIAN COORDINATES (ANGSTROEM)
C: -1.484 -0.269 -5.411
C: -0.548 -1.020 -4.519
H: -1.141 -0.300 -6.440
H: -1.615 0.760 -5.085
H: -2.451 -0.782 -5.420
C: 0.152 -2.126 -4.987
C: 0.080 -2.618 -6.365
H: 0.717 -2.753 -4.317
H: 0.708 -2.043 -7.055
H: -0.936 -2.637 -6.769
H: 0.433 -3.653 -6.402
In: -2.188 0.321 1.224
Cl: -2.568 2.617 1.612
C: -0.176 -1.649 1.740
O: -0.123 -0.381 1.576
N: 0.491 -2.326 2.665
C: 1.737 -1.845 3.281
C: 0.175 -3.743 2.807
H: -0.864 -2.254 1.119
H: 1.822 -0.754 3.196
H: 2.618 -2.310 2.798
H: 1.750 -2.137 4.345
H: -0.899 -3.886 2.640
H: 0.435 -4.099 3.813
H: 0.723 -4.334 2.052
H: 1.429 2.993 6.035
H: 0.037 4.736 5.983
C: 1.542 2.809 4.960
C: 0.139 4.890 4.903
N: 0.588 3.654 4.269
H: 1.349 1.748 4.733
C: 0.434 3.518 2.934
O: 0.946 2.629 2.232
H: -0.832 5.151 4.448
H: -0.225 4.280 2.497
H: 2.591 3.039 4.690
H: 0.849 5.721 4.726
H: 2.052 0.885 -3.312
H: 3.590 -2.176 -2.676
C: 3.075 0.577 -2.943
C: 3.829 -1.487 -1.844
N: 2.887 -0.375 -1.856
H: 3.740 1.394 -2.609
C: 1.864 -0.227 -1.030
O: 0.975 0.672 -1.204
H: 3.819 -2.042 -0.890
H: 1.749 -0.878 -0.156
H: 3.474 0.058 -3.827
H: 4.824 -1.068 -2.045
O: 0.147 -0.079 -3.436
C: -0.936 -0.961 -3.047
C: 0.600 -2.684 -1.919
C: -0.665 -2.114 -2.121
H: 1.447 -2.195 -2.407
C: 0.760 -3.853 -1.163
H: -1.866 -0.429 -2.766
C: -1.769 -2.771 -1.539
H: 1.750 -4.312 -1.107
C: -0.347 -4.455 -0.568
C: -1.623 -3.912 -0.745
H: -2.763 -2.353 -1.727
H: -0.225 -5.386 -0.025
H: -2.520 -4.387 -0.322
Si: 0.871 1.856 -2.464
Cl: -3.485 -0.004 -0.603
C: 2.219 3.098 -1.703
C: -0.614 2.843 -1.833
C: 0.816 2.610 -4.230
H: 2.517 2.777 -0.689
H: 1.768 4.099 -1.588
H: 3.135 3.207 -2.305
H: 1.545 2.160 -4.916
H: 1.069 3.689 -4.174
H: -0.168 2.531 -4.712
H: -0.419 3.188 -0.812
H: -1.547 2.274 -1.807
H: -0.701 3.718 -2.492
O: -2.435 -1.013 2.756
N: -2.920 -0.275 3.809
C: -4.239 0.061 3.770
C: -4.753 0.773 4.835
C: -3.904 1.199 5.859
C: -2.538 0.908 5.797
C: -2.045 0.137 4.769
H: -4.809 -0.244 2.887
H: -5.808 1.011 4.817
H: -4.284 1.793 6.687
H: -1.839 1.305 6.523
H: -0.997 -0.091 4.597

Kohn-Sham gap (spin up / spin down): 4.58 / 4.83 eV
HOMO energy (spin up / spin down): -0.1749 / -0.1842 Ha
Multiplicity: 2
E_LUMO (spin up / spin down): -0.181 / -0.184 eV
<S²>: 0.769

=====

Relative calculated energies, zero for the most stable structure, unit hartree: one 0.0725; two 0.0000.